Here is a molecular structure, C10H17BF2GeIrNO from OMol25. Energies are from the ωB97M-V functional and the def2-TZVPD basis.

CARTESIAN COORDINATES (ANGSTROEM)
Ir  -0.1970  0.9196  0.4761
O  1.3644  -0.9064  0.5113
C  2.3472  -0.7108  1.5372
C  1.5820  -0.2715  2.7580
C  1.8955  -0.6771  4.0391
C  1.1238  -0.2127  5.0947
C  0.0576  0.6353  4.8365
C  -0.1995  0.9928  3.5285
N  0.5505  0.5525  2.5079
H  1.7865  -1.1120  -0.3316
H  3.0491  0.0734  1.2384
H  2.8984  -1.6315  1.7250
H  2.7237  -1.3518  4.2050
H  1.3465  -0.5197  6.1074
H  -0.5720  1.0106  5.6296
H  -1.0189  1.6496  3.2673
C  0.4287  4.3762  1.5984
Ge  -0.2841  4.1465  -0.2029
C  0.6991  5.2328  -1.4829
C  -2.2028  4.4542  -0.2542
C  0.0590  2.2351  -0.7533
H  0.2161  5.3961  1.9208
H  1.5083  4.2321  1.6231
H  -0.0340  3.6957  2.3121
H  0.5113  6.2871  -1.2766
H  0.3790  5.0298  -2.5041
H  1.7722  5.0603  -1.4091
H  -2.3916  5.5162  -0.0957
H  -2.7087  3.8891  0.5274
H  -2.6280  4.1690  -1.2145
H  0.4978  2.0454  -1.7380
F  -2.1386  -0.6335  -1.0387
B  -1.8615  0.6272  -0.7208
F  -2.7559  1.5364  -1.0700

Summary:
Multiplicity: 2
<S²>: 0.7575
Energy above the lowest of the compared OMol25 structures with the same formula, charge and spin in eV: 0.000
Net charge: +1
LUMO energy (spin up / spin down) in Ha: -0.1545 / -0.1574
Strongest force on any atom in Eh/bohr: 0.017
Molar mass in g/mol: 480.887
Kohn-Sham gap (spin up / spin down) in eV: 8.00 / 8.19